[1]
{
  "formula": "C4H22NO6",
  "method": "the ωB97M-V functional and the def2-TZVPD basis",
  "species": ["C", "C", "C", "C", "O", "N", "H", "H", "H", "H", "H", "H", "H", "H", "H", "H", "H", "H", "H", "H", "O", "H", "H", "O", "H", "H", "O", "H", "H", "O", "H", "H", "O"],
  "coordinates": [[2.08603, -1.41219, 2.94645], [1.09290, -1.49826, 1.68031], [1.81327, -1.83500, 0.36747], [0.85303, -2.10107, -0.87132], [1.65454, -2.42592, -1.91978], [0.50494, -0.05503, 1.44084], [1.82503, -1.86967, 3.76309], [2.30910, -0.38527, 2.86847], [2.98836, -1.92078, 2.59023], [0.20242, -2.18181, 2.04758], [2.37141, -0.93465, 0.06818], [2.56311, -2.68534, 0.42971], [0.16451, -2.84264, -0.55078], [0.42664, -1.20426, -1.15320], [2.24605, -3.22077, -1.98871], [-0.44312, -0.12492, 1.04722], [0.20649, 0.42800, 2.29942], [0.93197, 0.56359, 0.76018], [-2.52113, 3.23291, -1.47683], [-1.43524, 2.37911, -0.58377], [-2.14919, 3.06157, -0.52116], [1.20030, 3.02230, 0.17731], [-0.11768, 2.25357, 0.73857], [0.78511, 2.26995, 0.59606], [-1.62955, 0.00259, -1.34701], [-2.28680, -1.02680, -0.68019], [-1.46949, -0.60664, -0.75455], [-4.56577, 0.47494, 0.92891], [-3.71600, 1.33083, 0.09685], [-3.80185, 0.40291, 0.34691], [0.76390, 2.05329, -2.34396], [-0.30154, 2.37465, -3.56093], [0.00733, 2.51631, -2.61669]],
  "forces_ev_per_angstrom": [[1.321, 1.194, -7.691], [-0.756, -0.241, 1.854], [-0.473, -0.371, -0.568], [3.109, -0.952, 3.017], [1.876, -1.197, -3.246], [-1.769, -2.963, 1.048], [-2.028, -1.752, 4.720], [0.598, 1.219, 1.397], [0.074, 0.029, 0.188], [1.563, 1.337, -1.477], [0.243, -0.348, 0.278], [-1.059, 0.846, 0.275], [-1.080, -0.742, -0.146], [-1.183, 1.310, -0.362], [-1.374, 1.001, 1.102], [-0.323, -0.510, -0.689], [0.826, 0.437, 0.361], [1.107, 0.612, 0.009], [1.465, -0.677, 2.528], [-0.760, 0.677, -0.602], [-1.060, 0.013, -2.043], [-0.673, 0.763, -0.242], [-3.538, 1.137, 0.336], [4.369, -1.076, -0.206], [-0.965, 5.458, -4.897], [-2.322, -1.201, 0.707], [2.821, -3.949, 4.307], [-0.104, -0.446, 0.173], [0.694, 0.263, -0.272], [-0.597, 0.233, 0.163], [1.635, -1.353, -0.173], [1.284, -0.209, 1.790], [-2.920, 1.457, -1.637]],
  "e_lumo_ev": [0.63, 0.29],
  "e_tot_ha": -671.56096,
  "multiplicity": 2,
  "e_homo_ev": [-2.79, -10.20],
  "gap_ev": [3.422, 10.499],
  "s2": 0.751
}

***

[2]
{
  "formula": "C4H22O7",
  "method": "the ωB97M-V functional and the def2-TZVPD basis",
  "species": ["C", "O", "H", "H", "H", "H", "C", "O", "H", "H", "H", "H", "C", "O", "H", "H", "H", "H", "C", "O", "H", "H", "H", "H", "O", "H", "H", "O", "H", "H", "O", "H", "H"],
  "coordinates": [[13.09371, 8.32255, -15.49502], [14.50809, 8.47422, -15.33503], [12.56791, 8.75480, -14.64367], [12.74180, 8.80618, -16.40627], [12.76659, 7.28288, -15.50786], [14.89953, 8.81212, -16.14386], [12.53339, 4.69529, -17.22442], [11.51880, 3.72555, -17.03747], [12.93457, 4.45620, -18.20930], [12.29076, 5.74884, -17.08564], [13.39875, 4.64660, -16.56345], [11.00207, 3.95603, -16.26193], [10.60533, 2.23291, -13.03341], [11.34776, 2.70073, -14.11802], [10.01656, 3.01068, -12.54707], [9.81310, 1.52800, -13.28553], [11.24330, 1.73449, -12.30357], [10.74500, 3.13022, -14.72942], [14.38345, 3.20020, -20.27708], [14.41044, 1.79439, -20.53949], [14.83358, 3.43038, -19.31142], [14.98981, 3.74081, -21.00384], [13.38783, 3.64388, -20.27845], [14.10076, 1.52489, -21.40728], [8.77531, 3.64409, -15.80736], [8.65202, 4.53024, -15.46709], [8.19901, 3.59760, -16.57022], [14.03372, 2.79711, -15.04590], [14.15052, 3.19305, -14.18229], [13.20417, 2.32373, -14.98268], [12.53027, 1.35458, -17.94651], [12.35428, 2.19634, -17.52615], [13.31781, 1.50714, -18.46876]],
  "forces_ev_per_angstrom": [[0.094, 0.211, 0.008], [-0.465, -0.210, 0.162], [0.203, 0.307, 0.038], [-0.068, 0.021, 0.005], [0.404, -0.233, -0.176], [-0.161, -0.074, -0.007], [1.330, 0.095, -0.269], [-0.012, 0.794, 0.469], [-0.149, 0.614, -0.115], [-0.989, 0.003, -0.651], [-0.086, -0.928, 0.450], [-0.149, -0.042, -0.220], [-1.194, -0.391, 0.813], [0.341, 0.122, -0.172], [0.407, 0.479, 0.296], [0.199, -0.444, -0.540], [0.192, 0.260, -0.163], [-0.211, -0.314, 0.015], [0.215, 0.031, -0.810], [0.214, 0.183, 1.043], [-0.006, -0.593, 0.104], [0.012, 0.063, -0.191], [-0.237, -0.261, -0.088], [-0.144, 0.596, -0.039], [0.339, -0.010, 0.384], [-0.179, 0.281, 0.143], [-0.035, -0.157, -0.317], [0.600, 0.078, -0.286], [-0.039, 0.065, 0.188], [-0.413, -0.124, 0.071], [0.083, -0.480, -0.140], [-0.364, 0.280, 0.291], [0.271, -0.223, -0.297]],
  "e_lumo_ev": 0.08,
  "e_tot_ha": -692.17533,
  "e_homo_ev": -10.09,
  "smiles": "CO.CO.CO.CO.O.O.O",
  "gap_ev": 10.171
}

***

[3]
{
  "formula": "C4H23B3NOSn",
  "method": "the ωB97M-V functional and the def2-TZVPD basis",
  "species": ["Sn", "B", "H", "H", "H", "H", "B", "H", "H", "H", "H", "B", "H", "H", "H", "H", "C", "C", "C", "O", "C", "N", "H", "H", "H", "H", "H", "H", "H", "H", "H", "H", "H"],
  "coordinates": [[-1.57556, -0.55557, -0.78428], [-4.90028, -1.20750, -4.85142], [-5.64763, -1.91086, -4.51826], [-4.93327, -0.23011, -4.39552], [-3.90381, -1.57322, -4.65766], [-4.96307, -1.02374, -5.91280], [0.87829, 0.15380, -4.95233], [0.21291, 0.86357, -4.48572], [1.56301, 0.66246, -5.61313], [1.32940, -0.37364, -4.12616], [0.28210, -0.52425, -5.54313], [-1.33233, 4.06543, -0.21342], [-2.01922, 3.59621, 0.47379], [-1.67005, 3.90631, -1.22578], [-1.33023, 5.13400, -0.06374], [-0.33059, 3.68333, -0.09201], [3.18419, -0.26969, 1.75303], [2.61344, -1.34543, 2.63638], [1.56642, -0.96061, 3.75160], [0.27287, -0.65404, 3.32823], [-0.54930, -0.02386, 4.22839], [2.12197, -2.39289, 1.80752], [3.68991, 0.52172, 2.30621], [2.40101, 0.14497, 1.11840], [4.07048, -0.68077, 1.26969], [3.52058, -1.66182, 3.15126], [2.00504, -0.07268, 4.20690], [1.37846, -1.73773, 4.49246], [-0.08068, 0.96013, 4.24460], [-0.61675, -0.43810, 5.23434], [-1.53716, 0.06153, 3.77570], [2.76466, -3.04665, 1.38368], [1.53504, -3.07019, 2.27324]],
  "forces_ev_per_angstrom": [[0.209, 1.133, -1.141], [-1.082, 0.270, 0.894], [-2.852, -2.647, 1.593], [-0.725, 3.897, 2.005], [4.644, -2.130, 0.511], [0.233, 0.582, -4.440], [0.932, -1.703, -0.558], [-3.365, 3.676, 2.106], [2.725, 2.511, -2.110], [2.141, -2.170, 3.266], [-2.613, -2.586, -2.041], [0.160, -1.410, -0.139], [-2.910, -1.835, 3.144], [-1.375, -0.551, -4.242], [-0.075, 4.384, 0.725], [4.149, -1.483, 0.613], [0.035, 0.867, 0.360], [0.114, -0.186, 1.179], [0.689, 0.396, -0.307], [0.036, -1.805, -2.713], [0.286, 1.708, -0.058], [-1.549, -1.857, -1.025], [-0.570, 0.322, 0.433], [0.481, 0.045, -0.399], [-0.529, -0.279, -0.872], [-0.126, -0.315, 0.965], [0.088, 0.124, 0.515], [1.012, -0.389, 0.240], [-0.702, 0.698, 0.943], [0.142, -0.388, 0.048], [0.008, -0.062, 0.167], [0.894, 0.758, -0.247], [-0.504, 0.423, 0.586]],
  "charge": -1,
  "e_lumo_ev": -2.80,
  "e_tot_ha": -584.39375,
  "e_homo_ev": -5.89,
  "gap_ev": 3.088
}

***

[4]
{
  "formula": "C4H23NO10",
  "method": "the ωB97M-V functional and the def2-TZVPD basis",
  "species": ["O", "C", "N", "C", "O", "C", "C", "H", "H", "H", "H", "H", "H", "H", "H", "H", "O", "H", "H", "O", "H", "H", "O", "H", "H", "O", "H", "H", "O", "H", "H", "O", "H", "H", "O", "H", "H", "O"],
  "coordinates": [[1.89106, 2.87603, 0.39196], [1.58617, 1.86272, -0.33046], [0.48127, 1.14061, 0.06919], [0.01587, -0.03274, -0.46525], [-0.64447, -0.79322, 0.34257], [2.26466, 1.44092, -1.58159], [3.28478, 0.31900, -1.35824], [0.19379, 1.26757, 1.02825], [0.07108, -0.45821, -1.48216], [2.68023, 2.25550, -2.18830], [1.52249, 1.19169, -2.35312], [2.99020, -0.28085, -0.49383], [3.50183, -0.29749, -2.22889], [4.21824, 0.77930, -1.02975], [-0.30181, 3.52892, 1.40436], [0.25071, 2.96216, 2.53772], [-0.61009, 2.93242, 2.11095], [-1.58083, -2.72641, -0.44927], [-1.93219, -2.03164, -1.93562], [-1.64930, -2.77809, -1.42273], [0.95662, -1.97966, -1.96297], [-0.05576, -2.62764, -3.00800], [0.43234, -1.84460, -2.75447], [-1.86725, -1.89989, 1.56203], [-1.44592, -3.33320, 1.42601], [-2.20670, -2.76582, 1.25850], [-1.53849, -0.25525, 2.75539], [-1.28141, -0.90637, 4.02496], [-0.82310, -0.74701, 3.18681], [-2.40830, 2.55825, 0.98059], [-2.49602, 3.07183, -0.41142], [-2.54112, 2.24358, 0.07822], [-2.92006, 0.40948, -2.90312], [-2.21631, 0.53697, -1.37252], [-2.40810, 0.87692, -2.25150], [1.39348, -1.41339, 3.11491], [1.37838, -2.80436, 2.51727], [1.81404, -2.27803, 3.19353]],
  "forces_ev_per_angstrom": [[0.253, -0.078, -0.573], [-0.976, 1.121, 1.537], [1.736, -0.735, -1.796], [-0.984, -1.306, 0.749], [-0.309, 0.078, 0.424], [-0.417, 0.093, -1.725], [0.253, 0.470, 0.648], [-0.192, 0.218, -0.038], [0.532, 1.669, 0.377], [0.584, 0.395, 0.986], [-0.360, -0.862, 0.465], [-0.224, -0.324, -0.294], [-0.190, -0.059, -0.042], [0.148, 0.015, -0.121], [-0.540, -0.363, -0.546], [0.222, -0.631, 0.764], [0.492, 1.056, -0.073], [-0.652, 1.429, -0.673], [0.015, 0.880, 0.931], [0.063, -2.503, -0.647], [-0.307, -0.576, 0.134], [0.084, -0.335, 0.752], [0.777, 0.680, -1.496], [0.095, -0.253, -0.614], [-0.088, -0.055, 0.154], [0.069, -0.132, 0.702], [0.666, 0.211, -0.786], [0.556, -0.312, 0.218], [-1.079, 0.214, 0.715], [0.216, -0.388, 0.164], [-0.001, -0.266, -0.434], [-0.317, 0.590, 0.406], [-0.144, -0.907, 0.683], [-0.438, -0.731, -0.104], [0.533, 1.665, -0.795], [-0.184, -0.036, -0.100], [-0.045, 0.130, -0.064], [0.154, -0.062, 0.111]],
  "charge": -1,
  "e_lumo_ev": [2.86, 2.85],
  "e_tot_ha": -973.33091,
  "multiplicity": 2,
  "e_homo_ev": [-0.49, -4.86],
  "gap_ev": [3.346, 7.710],
  "s2": 0.773
}